This record from the Open Molecules 2025 dataset describes C24H28BBeBr3Cl3F4IKN2O11P as an isolated structure in a non-equilibrium geometry. The level of theory is ωB97M-V/def2-TZVPD.

The geometry in XYZ format:
```
80
Properties=species:S:1:pos:R:3
C 0.34940 1.93286 0.48547
C -1.11198 1.83216 0.87663
O -1.79297 2.88672 0.22336
C -1.82404 0.49482 0.44899
C -1.12459 -0.02557 -0.76260
N -1.49987 0.51308 -1.92930
C -0.89396 0.15297 -3.06637
C 0.12018 -0.77218 -3.06964
I 1.06538 -1.37339 -4.81635
C 0.52434 -1.35439 -1.86688
C -0.13140 -0.97159 -0.69739
C 0.20025 -1.54747 0.66319
C -0.74314 -2.71621 0.90267
O -1.44589 -2.84958 1.84873
Br -0.70747 -3.97295 -0.55244
H 0.47952 2.10483 -0.57982
H 0.91816 1.06603 0.80850
H 0.78536 2.79881 0.97249
H -1.16717 1.88100 1.98520
H -2.60235 3.10136 0.68991
H -2.86256 0.72176 0.20469
H -1.85209 -0.24761 1.24023
H -2.24940 1.20855 -1.90133
H -1.24539 0.61925 -3.97554
H 1.33386 -2.09751 -1.82655
H 0.06212 -0.82232 1.45638
H 1.24899 -1.86240 0.70251
O 2.16369 -3.95412 -1.96886
H 1.38518 -4.52502 -1.90586
N 3.45469 -1.60066 2.04048
C 3.98649 -2.09154 3.15616
C 5.17842 -1.63298 3.69664
C 5.84318 -0.60294 3.04282
C 5.29793 -0.09374 1.87795
C 4.11307 -0.63055 1.41962
H 3.42252 -2.88429 3.63759
H 5.56927 -2.06153 4.61104
H 6.76713 -0.20097 3.43850
H 5.77304 0.71080 1.33607
H 3.64978 -0.25013 0.51491
Be 3.36327 -4.41730 -0.67565
C -6.35539 2.43597 -5.40383
C -5.44003 2.79773 -4.50668
C -4.93339 1.85997 -3.46143
O -4.05172 2.29841 -2.68600
C -5.45386 0.55971 -3.39150
C -6.40310 0.14755 -4.28340
C -6.90441 1.08044 -5.37462
O -7.70869 0.68690 -6.18160
O -6.86762 -1.05899 -4.24242
O -4.89072 4.02733 -4.47295
H -6.71453 3.10580 -6.17121
H -5.08122 -0.09467 -2.61550
H -7.53222 -1.11797 -4.95798
H -4.26136 3.99646 -3.72962
Br 7.71086 -5.15563 4.95914
C 7.65220 -4.94991 6.88922
C 6.43606 -4.17651 7.32392
Br 6.63880 -2.27413 6.98244
H 8.57972 -4.47162 7.18618
H 7.62035 -5.96179 7.28780
H 6.29282 -4.26199 8.39904
H 5.53273 -4.49340 6.81264
C -1.43774 4.61924 3.85830
Cl -2.89786 4.27386 2.87379
Cl 0.02966 4.18527 3.01487
H -1.42556 5.67829 4.08380
H -1.48596 4.04752 4.78340
B 4.49358 3.46008 2.74112
F 3.80925 2.74685 1.72742
F 4.02339 3.03675 4.00455
F 5.87194 3.21444 2.64267
F 4.23877 4.83761 2.58907
Cl -8.99420 0.22547 -3.46653
O -3.27689 -1.74282 -8.60756
P -4.28323 -0.77580 -7.99336
O -3.99042 -0.63594 -6.50201
O -5.71278 -1.27604 -8.15742
O -4.15898 0.56138 -8.71577
K -2.46924 2.09809 4.07590
```

Computed properties:
E_LUMO, Eh: 0.0067
HOMO, hartree: -0.0441
E, eV: -344203.7689
Charge: -2
Orbital gap, eV: 1.382